Record 1
# C30H34GeN4SSiV

A structure of composition C30H34GeN4SSiV (wB97M-V/def2-TZVPD, the OMol25 dataset).

CARTESIAN COORDINATES (ANGSTROEM)
V1 -1.157 -0.496 -1.260
N1 -2.012 -4.440 -2.515
C1 -1.575 -3.326 -1.946
S1 -0.792 -2.077 -2.908
N2 -1.692 -3.180 -0.626
N3 -1.356 -1.947 -0.316
C2 -0.688 -1.529 0.918
C3 -1.662 -1.263 2.051
C4 -1.365 -1.678 3.337
C5 -2.235 -1.325 4.357
C6 -3.365 -0.589 4.048
C7 -3.575 -0.226 2.726
N4 -2.736 -0.543 1.742
H1 -1.791 -4.642 -3.475
H2 -2.436 -5.154 -1.944
H3 0.036 -2.294 1.200
H4 -0.476 -2.264 3.537
H5 -2.033 -1.624 5.377
H6 -4.069 -0.295 4.815
H7 -4.449 0.351 2.444
C8 -0.073 -0.194 0.386
Ge1 1.884 0.062 0.280
C9 2.331 1.033 1.891
C10 3.223 0.533 2.839
C11 3.432 1.212 4.035
C12 2.757 2.397 4.289
C13 1.879 2.913 3.345
C14 1.665 2.233 2.155
C15 2.025 1.130 -1.333
C16 1.472 0.600 -2.505
C17 1.424 1.340 -3.680
C18 1.939 2.630 -3.694
C19 2.509 3.161 -2.545
C20 2.554 2.415 -1.370
C21 2.771 -1.643 0.106
C22 3.448 -1.979 -1.067
C23 4.070 -3.215 -1.192
C24 4.020 -4.129 -0.149
C25 3.349 -3.809 1.025
C26 2.730 -2.572 1.151
H8 -0.503 0.667 0.905
H9 3.773 -0.380 2.642
H10 4.126 0.816 4.766
H11 2.920 2.924 5.221
H12 1.363 3.846 3.537
H13 0.978 2.649 1.423
H14 1.138 -0.436 -2.520
H15 1.003 0.910 -4.581
H16 1.908 3.216 -4.604
H17 2.920 4.162 -2.562
H18 2.992 2.846 -0.477
H19 3.503 -1.270 -1.884
H20 4.600 -3.463 -2.103
H21 4.511 -5.089 -0.246
H22 3.314 -4.519 1.841
H23 2.225 -2.328 2.081
C27 -4.500 2.460 -0.706
Si1 -3.180 1.739 -1.780
C28 -1.488 2.419 -1.273
C29 -3.389 2.152 -3.578
C30 -3.110 -0.131 -1.547
H24 -4.600 3.535 -0.878
H25 -4.264 2.305 0.351
H26 -5.466 1.993 -0.913
H27 -1.402 3.452 -1.621
H28 -0.626 1.913 -1.739
H29 -1.338 2.421 -0.191
H30 -3.351 3.237 -3.716
H31 -4.340 1.795 -3.980
H32 -2.583 1.712 -4.174
H33 -3.348 -0.661 -2.474
H34 -3.767 -0.472 -0.750

Charge: +1
Frontier orbital gap (alpha / beta) (eV): 7.34 / 7.36
DFT total energy (eV): -138531.41055
Relative energy (zero: lowest compared OMol25 entry of this formula, charge and spin) (kcal/mol): 14.2
Largest force on an atom (Eh/bohr): 0.01218


Record 2
# C30H34IN10ORh

A structure of composition C30H34IN10ORh (wB97M-V/def2-TZVPD, the OMol25 dataset).

CARTESIAN COORDINATES (ANGSTROEM)
Rh1 -0.101 -0.157 0.005
C1 -2.785 2.755 2.242
C2 -2.210 1.820 1.412
N1 -0.996 1.293 1.630
C3 -0.326 1.693 2.710
C4 -0.817 2.647 3.608
C5 -2.069 3.186 3.348
C6 -0.031 3.191 4.734
C7 0.749 2.608 5.648
C8 1.032 1.187 5.900
C9 1.915 0.842 6.919
C10 2.161 -0.504 7.121
N2 1.572 -1.448 6.392
C11 0.714 -1.013 5.478
N3 0.420 0.242 5.180
H1 -3.766 3.148 2.020
H2 -2.725 1.490 0.519
H3 0.653 1.276 2.858
H4 -2.481 3.939 4.007
H5 -0.137 4.266 4.836
H6 1.215 3.273 6.365
H7 2.387 1.594 7.534
H8 2.849 -0.839 7.886
H9 0.201 -1.771 4.901
C12 -1.268 3.452 -3.045
N4 -1.028 3.909 -1.683
C13 -1.503 5.243 -1.340
C14 -0.441 3.148 -0.781
O1 -0.042 1.988 -0.970
H10 -1.142 4.292 -3.725
H11 -2.283 3.064 -3.152
H12 -0.554 2.678 -3.305
H13 -1.109 5.966 -2.054
H14 -1.163 5.510 -0.343
H15 -2.592 5.275 -1.370
H16 -0.298 3.641 0.190
C15 4.457 -0.459 3.559
N5 3.578 -0.022 2.485
C16 3.771 1.059 1.667
C17 2.704 1.095 0.825
N6 1.859 0.052 1.123
C18 2.419 -0.594 2.130
H17 5.471 -0.569 3.181
H18 4.105 -1.418 3.931
H19 4.445 0.268 4.369
H20 4.635 1.691 1.749
H21 2.482 1.792 0.037
H22 2.020 -1.456 2.634
N7 1.384 1.785 -5.958
C19 1.736 1.146 -5.074
C20 2.105 0.355 -3.935
C21 3.337 -0.279 -3.823
C22 3.595 -1.007 -2.675
C23 2.634 -1.056 -1.680
N8 1.453 -0.441 -1.784
C24 1.190 0.236 -2.896
H23 4.068 -0.202 -4.617
H24 4.532 -1.528 -2.546
H25 2.813 -1.604 -0.764
H26 0.222 0.708 -2.962
I1 -2.508 -0.395 -1.778
C25 -1.064 -1.872 -1.523
H27 -0.534 -2.065 -2.444
H28 -1.458 -2.726 -0.993
N9 -2.997 -1.113 2.049
C26 -2.018 -2.050 2.129
C27 -2.172 -3.167 2.977
C28 -1.196 -4.123 3.019
C29 -0.051 -3.971 2.223
C30 0.029 -2.852 1.441
N10 -0.915 -1.887 1.392
H29 -3.892 -1.332 2.453
H30 -3.013 -0.511 1.240
H31 -3.074 -3.259 3.565
H32 -1.310 -4.989 3.656
H33 0.733 -4.713 2.207
H34 0.876 -2.707 0.776

Charge: +2
Frontier orbital gap (alpha / beta) (eV): 8.60 / 6.57
2S+1: 5
Expectation value of S²: 6.01
DFT total energy (eV): -59703.59081
Relative energy (zero: lowest compared OMol25 entry of this formula, charge and spin) (kcal/mol): 9.3
Largest force on an atom (Eh/bohr): 0.01526